[1]
ORCA calculation (wB97M-V/def2-TZVPD) on the ion C4H7N2 with charge +1.

Output
HOMO level in eV: -14.2176
LUMO energy in eV: -3.53
Orbital gap in eV: 10.683
ΔE to the lowest compared entry with this formula, charge and spin in kcal/mol: 141.5
Total charge: +1

Each line ends with the Mulliken charge.
CARTESIAN COORDINATES (ANGSTROEM)
C1 -0.60 0.49 -1.23  -0.61
C2 -0.88 -0.63 -0.30  0.25
C3 0.39 -0.67 0.76  -0.16
C4 0.85 -0.11 -0.84  -0.36
N1 -0.95 -0.44 1.09  -0.41
N2 1.24 0.48 0.44  -0.09
H1 -0.84 0.32 -2.27  0.30
H2 -0.81 1.49 -0.88  0.24
H3 -1.19 -1.60 -0.69  0.41
H4 0.87 -1.57 1.10  0.42
H5 -1.24 0.48 1.44  0.31
H6 0.92 1.42 0.74  0.33
H7 2.24 0.35 0.63  0.36


[2]
ORCA calculation (wB97M-V/def2-TZVPD) on the ion C3H8BrFP with charge +1.

Output
HOMO level in eV: -15.8512
LUMO energy in eV: -5.73
Orbital gap in eV: 10.122
Total charge: +1

Each line ends with the Mulliken charge.
CARTESIAN COORDINATES (ANGSTROEM)
C1 1.78 0.36 -0.25  -0.86
C2 0.66 -0.87 -0.35  0.13
F1 1.26 -2.22 -0.23  -0.28
C3 -0.49 -0.55 0.81  -0.56
P1 -1.72 0.69 0.03  0.25
Br1 -3.74 -0.19 -0.53  0.01
H1 1.17 1.37 -0.42  0.25
H2 2.53 0.29 -1.16  0.32
H3 2.32 0.33 0.80  0.32
H4 0.10 -0.69 -1.38  0.21
H5 -0.96 -1.53 1.24  0.40
H6 0.09 -0.01 1.69  0.35
H7 -1.10 1.20 -1.18  0.21
H8 -1.88 1.82 0.93  0.26


[3]
ORCA calculation (wB97M-V/def2-TZVPD) on the ion C6H14NO with charge -2.

Output
HOMO level (alpha / beta) in eV: 3.9138 / -0.1337
LUMO energy (alpha / beta) in eV: 6.40 / 6.29
Orbital gap (alpha / beta) in eV: 2.487 / 6.425
ΔE to the lowest compared entry with this formula, charge and spin in kcal/mol: 28.0
Expectation value of S²: 0.751
2S+1: 2
Total charge: -2

Each line ends with the Löwdin spin population.
CARTESIAN COORDINATES (ANGSTROEM)
C1 0.25 -1.94 1.37  0.02
C2 -0.35 -0.70 0.53  0.00
C3 0.94 -0.14 -0.10  0.06
C4 0.66 0.85 -1.28  0.04
C5 1.94 1.10 -2.12  0.47
N1 -1.16 0.18 1.29  0.00
C6 -2.58 0.61 0.88  0.00
O1 -3.48 -0.33 0.73  0.00
H1 0.38 -2.76 0.66  0.01
H2 -0.45 -2.25 2.16  0.00
H3 1.05 -1.57 2.01  0.01
H4 -1.01 -1.15 -0.24  0.00
H5 1.78 0.08 0.55  0.03
H6 1.37 -0.94 -0.74  0.03
H7 0.40 1.78 -0.73  0.01
H8 -0.19 0.57 -1.88  0.01
H9 2.00 2.21 -2.29  0.11
H10 2.86 0.95 -1.56  0.11
H11 1.80 0.68 -3.13  0.10
H12 -1.03 0.24 2.29  0.00
H13 -2.29 1.24 -0.05  0.00
H14 -2.91 1.31 1.67  0.00


[4]
ORCA calculation (wB97M-V/def2-TZVPD) on a structure of composition C23H27N3O9S2.

Output
HOMO level in eV: -8.7697
LUMO energy in eV: -1.52
Orbital gap in eV: 7.247
ΔE to the lowest compared entry with this formula, charge and spin in kcal/mol: 546.7
Total charge: 0

Each line ends with the Mulliken charge.
CARTESIAN COORDINATES (ANGSTROEM)
O1 -6.29 -1.30 1.83  -0.70
C1 -5.09 -1.24 1.25  0.19
N1 -3.97 -1.00 2.00  -0.05
C2 -2.72 -1.13 1.62  0.44
C3 -2.24 -2.33 0.74  -1.70
C4 -1.00 -2.21 0.53  -1.20
C5 -0.22 -1.19 1.03  0.23
C6 -0.64 -0.02 1.54  0.65
C7 -2.00 -0.04 1.96  -1.00
H1 -2.30 0.69 2.65  0.54
H2 -0.02 0.96 1.95  0.05
S1 1.43 -0.84 0.15  0.98
O2 2.37 -0.53 1.17  -0.72
O3 1.52 -0.18 -0.98  -0.35
N2 1.91 -2.56 -0.14  -0.06
C8 2.41 -3.25 1.27  -0.57
H3 2.30 -4.45 1.09  0.33
C9 3.95 -3.04 1.32  -0.18
H4 4.27 -1.82 1.40  0.12
O4 4.61 -3.30 0.16  -0.49
C10 4.09 -2.61 -1.14  -0.39
H5 4.19 -1.43 -0.73  0.14
C11 2.63 -2.73 -1.18  -0.55
H6 2.39 -3.85 -1.31  0.38
H7 2.23 -2.03 -2.26  0.13
H8 4.78 -2.91 -1.94  0.38
H9 4.44 -3.80 2.02  0.34
H10 2.01 -2.67 2.00  0.40
H11 -0.61 -2.94 -0.02  0.88
H12 -2.86 -3.02 0.69  1.34
H13 -4.32 -0.72 2.94  0.37
C12 -5.08 -1.30 -0.39  -0.41
H14 -5.95 -0.86 -0.69  0.48
H15 -4.92 -2.43 -0.63  0.28
O5 -4.01 -0.52 -0.69  -0.34
C13 -3.10 -0.75 -1.57  0.42
O6 -3.27 -2.05 -2.28  -0.94
C14 -2.03 -0.04 -1.67  1.10
C15 -1.82 1.16 -1.21  0.28
C16 -0.88 2.07 -1.47  0.18
C17 0.13 1.57 -2.50  -0.92
C18 -0.28 0.56 -3.13  -0.81
C19 -1.26 -0.45 -2.97  -0.60
O7 -1.33 -1.68 -3.67  -0.55
H16 -2.15 -1.99 -3.41  0.43
H17 0.64 0.16 -4.21  0.16
H18 0.91 2.24 -2.89  0.72
S2 -0.34 3.26 -0.55  1.23
O8 0.22 4.47 -1.51  -0.74
O9 -1.84 3.85 0.08  -0.84
N3 0.55 2.85 0.59  0.43
C20 0.55 3.69 1.77  -1.02
H19 1.02 3.10 2.57  0.24
H20 -0.42 3.94 2.08  0.69
C21 1.67 4.68 1.65  -1.34
H21 1.10 5.70 1.28  0.18
H22 2.03 5.02 2.38  1.08
C22 2.45 4.10 0.59  -0.34
H23 2.62 4.78 -0.35  0.19
H24 3.68 3.98 1.24  0.25
C23 1.98 2.65 0.15  -0.70
H25 2.43 1.92 0.92  0.23
H26 2.02 2.45 -0.88  0.49
H27 -2.59 1.36 -0.30  0.54